[1]
Molecular formula: C19H43N2OP3SSn
Method: DFT, ωB97M-V/def2-TZVPD

Each line ends with the Mulliken charge.
Cartesian coordinates (Å):
Sn: -1.3275 0.2953 0.7634  0.90
P: 1.1694 -0.2968 -1.4896  0.68
P: -0.8153 2.8977 -0.5477  0.88
P: -0.7332 -2.4519 0.5881  0.63
H: -6.8759 0.9377 1.6509  0.38
C: -6.5369 0.0066 2.1475  -0.37
C: -5.3724 0.0049 3.0631  -0.37
H: -4.6783 0.8588 3.1208  0.25
C: 0.7486 -0.8326 -3.2096  -1.34
C: 2.3430 1.0441 -1.9205  -1.10
C: 2.4560 -1.5730 -1.1394  -1.31
C: -1.8773 4.2040 0.1797  -1.37
C: 0.7433 3.8572 -0.6161  -1.05
C: -1.3505 3.0176 -2.3011  -1.20
C: -2.0666 -3.2927 1.4946  -1.10
C: 0.6932 -3.1621 1.5005  -1.00
C: -0.7969 -3.4699 -0.9298  -1.30
H: -7.3837 -0.6459 2.3688  0.40
H: -5.6282 -0.4440 4.0291  0.46
H: 1.6692 -0.9976 -3.7914  0.42
H: 0.1472 -0.0424 -3.6830  0.36
H: 0.1595 -1.7615 -3.1661  0.34
H: 3.1636 0.6324 -2.5197  0.57
H: 2.7590 1.4595 -0.9948  0.14
H: 1.8523 1.8422 -2.4838  0.31
H: 3.3097 -1.4129 -1.8127  0.52
H: 2.0781 -2.5934 -1.2735  0.39
H: 2.7945 -1.4447 -0.1024  0.31
H: -1.4909 5.1888 -0.1081  0.51
H: -1.8704 4.1350 1.2758  0.39
H: -2.8960 4.0797 -0.1902  0.24
H: 1.1121 3.9326 -1.6441  0.45
H: 1.4918 3.3608 0.0047  0.06
H: 0.5845 4.8740 -0.2304  0.48
H: -1.5470 4.0693 -2.5485  0.44
H: -2.2581 2.4336 -2.4574  0.23
H: -0.5640 2.6384 -2.9570  0.39
H: -1.9785 -4.3759 1.3406  0.50
H: -3.0350 -2.9447 1.1264  0.10
H: -2.0016 -3.0734 2.5638  0.41
H: 0.3985 -4.1613 1.8582  0.49
H: 0.9212 -2.5200 2.3645  0.11
H: 1.5843 -3.2449 0.8668  0.44
H: -1.0375 -4.5016 -0.6339  0.49
H: 0.1490 -3.4654 -1.4874  0.35
H: -1.6024 -3.0903 -1.5736  0.35
C: -4.6406 -0.4485 0.4910  0.62
C: -5.6327 -0.9909 -0.4788  -0.76
C: -5.2501 -0.3627 -1.7927  -0.76
C: -5.1255 1.0141 -1.7825  -0.56
C: -4.6966 1.6648 -0.6093  -0.58
C: -4.3050 0.8883 0.4996  -0.94
S: -5.0134 -1.3984 1.9000  0.19
H: -5.6884 -2.0533 -0.1956  0.74
H: -6.6327 -0.5779 -0.2023  0.38
H: -5.2288 -0.9918 -2.6648  0.59
H: -5.2606 1.6718 -2.6688  0.56
H: -4.6360 2.7461 -0.5215  0.62
H: -3.7029 1.3417 1.2925  0.91
C: 3.4588 1.6909 2.4811  -0.67
N: 2.5690 0.6709 3.0318  -0.22
C: 1.3225 0.4197 2.6252  0.75
N: 0.6529 -0.5661 3.3112  -0.34
O: 0.7514 1.0357 1.6599  -0.56
H: 3.2695 1.8724 1.4218  0.11
H: 4.4866 1.3388 2.5883  0.35
H: 3.3777 2.6331 3.0382  0.33
H: 2.8871 0.1521 3.8535  0.23
H: -0.3607 -0.6232 3.2204  -0.10
H: 1.0443 -0.9198 4.1790  0.26

Properties
**Energy above the lowest of the compared OMol25 structures with the same formula, charge and spin**: 272.4 kJ/mol
**Net charge**: +4
**Electronic energy**: -69916.79841 eV
**E_LUMO (alpha / beta)**: -15.2 / -15.2 eV
**Molar mass**: 559.3 u
**Kohn-Sham gap (alpha / beta)**: 3.5450 / 3.5391 eV
**Highest occupied orbital energy (alpha / beta)**: -18.70 / -18.70 eV

[2]
Molecular formula: C44H92N4O20
Method: DFT, ωB97M-V/def2-TZVPD

Each line ends with the Mulliken charge.
Cartesian coordinates (Å):
C: -32.9987 -9.1291 13.7563  -0.84
C: -31.5179 -9.6762 13.6616  -0.41
O: -31.0812 -9.7921 12.2971  -0.33
C: -30.4197 -8.7936 11.8239  0.77
C: -30.3252 -8.9093 10.3382  -1.03
O: -30.1045 -7.7038 12.4215  -0.62
H: -33.6845 -9.9644 13.8982  0.29
H: -33.2125 -8.5926 12.8319  0.28
H: -32.9086 -8.5736 14.6897  0.26
H: -30.7862 -9.1323 14.2589  0.36
H: -31.5846 -10.6364 14.1730  0.37
H: -31.0138 -9.5974 9.8479  0.31
H: -29.3352 -9.2375 10.0215  0.27
H: -30.4754 -7.9860 9.7785  0.33
C: -15.9070 -7.4719 17.0850  -1.06
C: -16.5073 -7.0119 15.7686  -0.25
O: -17.8605 -7.0208 15.7598  -0.34
C: -18.5066 -6.1103 16.5988  0.70
C: -19.9662 -6.4614 16.7573  -0.98
O: -18.0177 -5.2801 17.3436  -0.53
H: -14.8640 -7.7011 16.8664  0.36
H: -16.5384 -8.3009 17.4046  0.29
H: -16.0393 -6.7062 17.8494  0.28
H: -16.1101 -6.0419 15.4697  0.31
H: -16.1944 -7.6810 14.9671  0.33
H: -20.0699 -7.5377 16.8944  0.29
H: -20.4873 -6.1260 15.8606  0.25
H: -20.4794 -6.1104 17.6526  0.34
C: -34.5762 9.2341 16.8848  -1.12
C: -33.5651 8.4689 16.0542  -0.20
O: -33.2147 9.0918 14.8148  -0.30
C: -32.1384 8.6600 14.0799  0.68
C: -31.6090 9.7130 13.1418  -0.91
O: -31.5281 7.6295 14.2958  -0.55
H: -34.2522 10.2332 17.1764  0.31
H: -34.7428 8.6613 17.7970  0.35
H: -35.4795 9.4229 16.3047  0.30
H: -32.6474 8.2400 16.5959  0.33
H: -33.9608 7.4812 15.8174  0.27
H: -30.6515 10.0826 13.5091  0.25
H: -32.3134 10.5331 13.0029  0.30
H: -31.4071 9.3805 12.1236  0.31
C: -28.6719 -2.6949 31.0110  -1.17
C: -27.2784 -2.3959 30.4295  -0.18
O: -27.3923 -2.0983 29.0475  -0.31
C: -27.7627 -3.0026 28.2132  0.73
C: -27.5936 -2.3522 26.7807  -1.00
O: -27.9442 -4.2301 28.4123  -0.60
H: -29.4509 -1.9358 31.0813  0.32
H: -28.4978 -3.0213 32.0363  0.36
H: -29.1361 -3.5711 30.5582  0.35
H: -26.8485 -1.5966 31.0332  0.31
H: -26.7305 -3.3357 30.4977  0.29
H: -28.2159 -2.7701 25.9894  0.34
H: -26.6155 -2.7082 26.4573  0.27
H: -27.5960 -1.2622 26.7838  0.29
C: -34.4860 -2.3329 26.6022  -1.06
C: -34.9170 -1.6471 27.9860  -0.28
O: -36.1623 -0.9333 27.8627  -0.30
C: -36.3943 0.1722 28.7078  0.71
C: -37.7154 0.8476 28.3330  -0.92
O: -35.6686 0.5999 29.6223  -0.57
H: -33.7917 -3.1667 26.7063  0.36
H: -34.2129 -1.6740 25.7779  0.29
H: -35.3722 -2.8360 26.2154  0.30
H: -35.2096 -2.4108 28.7065  0.23
H: -34.1975 -1.0259 28.5196  0.38
H: -38.4234 0.1292 27.9198  0.29
H: -37.6491 1.7569 27.7356  0.25
H: -38.1561 1.1458 29.2843  0.30
C: -42.8548 4.0684 22.5346  -1.13
C: -42.1002 3.3114 23.5469  -0.16
O: -41.4780 2.1760 22.9259  -0.36
C: -40.2881 2.2196 22.3721  0.79
C: -39.8362 0.9454 21.6552  -1.02
O: -39.5938 3.2083 22.4156  -0.56
H: -42.2784 4.4797 21.7060  0.31
H: -43.3853 4.8818 23.0297  0.36
H: -43.5537 3.3591 22.0912  0.30
H: -41.3592 3.9763 23.9908  0.31
H: -42.8531 2.9851 24.2644  0.27
H: -40.3507 0.8756 20.6969  0.26
H: -40.2096 0.0652 22.1786  0.33
H: -38.7579 0.8064 21.5775  0.31
C: -30.3358 0.9802 18.4239  -1.07
C: -29.1233 0.1418 18.9705  -0.25
O: -28.5802 -0.5346 17.8286  -0.25
C: -27.3832 -1.0407 17.7772  0.71
C: -26.9456 -1.4581 16.3687  -0.98
O: -26.7365 -1.3356 18.8020  -0.59
H: -30.1243 1.4523 17.4645  0.31
H: -30.5491 1.7932 19.1178  0.36
H: -31.2311 0.3691 18.3093  0.29
H: -28.3697 0.8197 19.3714  0.27
H: -29.3568 -0.4935 19.8249  0.32
H: -25.8625 -1.3359 16.3572  0.30
H: -27.3989 -0.8281 15.6034  0.33
H: -27.2879 -2.4368 16.0325  0.27
C: -20.0624 -4.5962 10.1076  -1.06
C: -18.7688 -5.1129 9.4878  -0.13
O: -18.9890 -6.4762 9.0386  -0.30
C: -17.8253 -7.1379 8.7322  0.67
C: -18.0433 -8.5483 8.1816  -0.99
O: -16.7085 -6.6836 8.7595  -0.52
H: -20.9297 -5.1435 9.7383  0.31
H: -20.1985 -3.5363 9.8925  0.32
H: -20.0642 -4.7522 11.1864  0.27
H: -18.6492 -4.6230 8.5215  0.26
H: -17.9900 -4.9467 10.2321  0.29
H: -17.5722 -8.8542 7.2475  0.31
H: -19.0912 -8.6495 7.8991  0.30
H: -17.8354 -9.4345 8.7812  0.27
C: -27.6007 3.6922 8.5607  -0.92
N: -26.2342 3.6081 9.1876  0.03
C: -25.4739 2.4247 8.6955  -0.92
C: -25.9739 4.3005 10.2739  0.19
O: -25.0108 4.1319 10.9631  -0.58
H: -28.2500 2.8895 8.9104  0.31
H: -27.7240 3.5685 7.4848  0.31
H: -27.8647 4.7416 8.6916  0.35
H: -25.8297 1.5427 9.2281  0.32
H: -25.4592 2.3928 7.6060  0.32
H: -24.4418 2.5897 9.0048  0.32
H: -26.7423 5.0473 10.5270  0.28
C: -31.4024 3.7205 25.6602  -0.92
N: -32.1094 4.8250 25.0403  0.10
C: -33.5194 5.1743 25.4371  -0.93
C: -31.4303 5.6638 24.2152  0.03
O: -31.8982 6.4351 23.4217  -0.55
H: -30.6013 3.3896 24.9992  0.36
H: -32.0993 2.9105 25.8755  0.27
H: -31.1062 4.1117 26.6335  0.33
H: -34.1052 4.2719 25.2623  0.33
H: -33.7297 5.4048 26.4815  0.31
H: -33.9748 5.8784 24.7408  0.33
H: -30.3348 5.5593 24.2473  0.35
C: -34.3930 -2.5532 14.4131  -0.95
N: -34.1600 -1.8164 13.2041  0.08
C: -34.8072 -0.5230 13.2806  -0.96
C: -33.4106 -2.2402 12.1669  0.14
O: -33.2257 -1.5240 11.1604  -0.62
H: -33.4627 -2.4200 14.9653  0.33
H: -34.4637 -3.6224 14.2134  0.35
H: -35.3410 -2.2301 14.8433  0.31
H: -35.8541 -0.8027 13.3989  0.37
H: -34.3966 0.1214 14.0578  0.31
H: -34.8555 0.1072 12.3925  0.31
H: -32.8742 -3.1681 12.4188  0.32
C: -25.2990 4.2205 18.2504  -0.98
N: -24.1595 3.5088 18.8329  0.06
C: -23.2194 2.9723 17.8293  -0.87
C: -24.0470 3.3059 20.1715  0.21
O: -24.8329 3.8058 20.9311  -0.59
H: -25.9492 3.4886 17.7711  0.27
H: -24.7755 4.8795 17.5577  0.36
H: -25.5758 4.9060 19.0514  0.35
H: -22.9671 3.6487 17.0126  0.31
H: -22.2652 2.6732 18.2630  0.31
H: -23.5553 2.2163 17.1196  0.32
H: -23.1254 2.7537 20.4122  0.27

Properties
**Energy above the lowest of the compared OMol25 structures with the same formula, charge and spin**: 709.2 kJ/mol
**Electronic energy**: -94025.57173 eV
**E_LUMO**: 0.3 eV
**Molar mass**: 997.2 u
**SMILES string**: CCOC(C)=O.CCOC(C)=O.CCOC(C)=O.CCOC(C)=O.CCOC(C)=O.CCOC(C)=O.CCOC(C)=O.CCOC(C)=O.CN(C)C=O.CN(C)C=O.CN(C)C=O.CN(C)C=O
**Kohn-Sham gap**: 9.3152 eV
**Highest occupied orbital energy**: -9.05 eV

Q: What is the formula in the first record?
A: C19H43N2OP3SSn

Q: The highest electronic energy belongs to which entry?
A: C19H43N2OP3SSn

Q: The lowest molar mass belongs to which entry?
A: C19H43N2OP3SSn

Q: Which of these has the lowest energy above the lowest of the compared OMol25 structures with the same formula, charge and spin?
A: C19H43N2OP3SSn